{
  "formula": "C11H6N5O7",
  "method": "ωB97M-V with the def2-TZVPD basis set",
  "homo_lumo_gap_ev": 3.661,
  "lumo_ev": -0.14,
  "fmax_ev_per_a": 2.69,
  "molar_mass_g_mol": 320.20,
  "charge": -1,
  "e_above_lowest_kj_mol": 85.4,
  "homo_ev": -3.802,
  "elements": ["O", "N", "O", "C", "C", "C", "N", "O", "O", "C", "C", "N", "O", "O", "N", "C", "H", "H", "O", "C", "C", "C", "N", "C", "C", "H", "H", "H", "H"],
  "positions_angstrom": [[-3.9996, -2.1773, 1.7987], [-2.8315, -2.5920, 1.6867], [-2.5568, -3.8047, 1.5411], [-1.7047, -1.6693, 1.7173], [-0.4074, -2.1346, 1.4883], [0.6971, -1.2530, 1.5799], [2.0441, -1.7790, 1.4208], [2.1887, -2.8412, 0.7780], [2.9958, -1.1653, 1.9423], [0.5346, 0.1169, 1.8601], [-0.7580, 0.5724, 2.0508], [-1.2424, 1.8540, 2.3752], [-0.7021, 2.9338, 2.5409], [-2.6284, 1.7196, 2.5179], [-3.0331, 0.4261, 2.2982], [-1.8914, -0.2575, 2.0072], [-0.2336, -3.1847, 1.2614], [1.3620, 0.8149, 1.9264], [2.1820, 1.3286, -0.7215], [1.6593, 1.3078, -1.8580], [0.4063, 0.6073, -2.1438], [-0.1730, 0.6726, -3.3979], [0.3786, 1.3423, -4.4189], [1.5488, 1.9730, -4.2397], [2.2212, 1.9819, -3.0314], [-0.0686, 0.0465, -1.3445], [-1.1216, 0.1607, -3.5901], [1.9669, 2.4949, -5.1082], [3.1669, 2.5050, -2.9370]]
}

{
  "formula": "C11H72NO24",
  "method": "ωB97M-V with the def2-TZVPD basis set",
  "homo_lumo_gap_ev": 8.824,
  "lumo_ev": -3.15,
  "fmax_ev_per_a": 16.85,
  "molar_mass_g_mol": 602.68,
  "charge": 1,
  "e_above_lowest_kj_mol": 557.6,
  "homo_ev": -11.976,
  "elements": ["C", "C", "C", "C", "N", "C", "C", "C", "C", "C", "C", "C", "H", "H", "H", "H", "H", "H", "H", "H", "H", "H", "H", "H", "H", "H", "H", "H", "H", "H", "H", "H", "H", "H", "H", "H", "O", "H", "H", "O", "H", "H", "O", "H", "H", "O", "H", "H", "O", "H", "H", "O", "H", "H", "O", "H", "H", "O", "H", "H", "O", "H", "H", "O", "H", "H", "O", "H", "H", "O", "H", "H", "O", "H", "H", "O", "H", "H", "O", "H", "H", "O", "H", "H", "O", "H", "H", "O", "H", "H", "O", "H", "H", "O", "H", "H", "O", "H", "H", "O", "H", "H", "O", "H", "H", "O", "H", "H"],
  "positions_angstrom": [[1.0199, -0.1296, -4.6486], [0.2303, 0.9258, -3.9146], [0.7717, 1.0066, -2.4123], [0.2484, -0.1558, -1.5689], [0.6509, -0.0386, -0.0939], [2.1470, -0.2789, -0.1306], [2.5126, -0.7146, 1.3533], [1.1920, -1.4272, 1.7764], [0.1920, -1.4403, 0.5501], [0.1729, 1.2047, 0.5905], [-1.2800, 1.5764, 0.3858], [-1.6563, 2.8519, 1.2026], [0.6675, -1.0760, -4.4638], [2.1110, 0.0250, -4.4390], [0.9510, 0.0946, -5.5966], [-0.7563, 0.6293, -3.6366], [0.4108, 1.8667, -4.5004], [0.6089, 2.0350, -2.0493], [1.6682, 1.1551, -2.5725], [0.3232, -0.8676, -2.0652], [-0.9561, -0.1601, -1.5796], [2.7558, 0.6114, -0.0473], [2.4783, -1.0503, -0.8010], [2.4843, 0.1308, 2.2223], [3.2971, -1.4886, 1.3309], [0.7390, -1.1199, 2.5875], [1.3029, -2.6025, 2.0409], [-0.7885, -0.9683, 1.0296], [0.3738, -2.3466, -0.0448], [0.9471, 1.9179, 0.2357], [0.2626, 1.0636, 1.7464], [-1.9252, 0.8542, 0.5752], [-1.4789, 2.0793, -0.7346], [-1.8961, 2.3699, 2.1831], [-2.6033, 3.2470, 0.8314], [-0.9395, 3.7916, 1.0470], [-1.2418, -1.8381, -6.4249], [-1.1169, -0.9208, -6.7816], [-0.7979, -2.4878, -6.9887], [1.6665, -3.0862, -1.5657], [2.6985, -2.8241, -1.4121], [1.7098, -4.0725, -1.3522], [3.2768, -4.1078, 0.7363], [3.9031, -4.2346, 1.4456], [2.4513, -4.3692, 1.0961], [-5.2218, 2.3955, 1.8321], [-4.9015, 1.9784, 1.0365], [-5.9091, 2.8442, 1.6242], [-3.7493, 3.2894, -1.0413], [-3.5771, 2.3844, -0.9105], [-4.4262, 3.5066, -1.6087], [0.5947, 5.7227, 0.7396], [0.5027, 5.4392, -0.1879], [0.0729, 6.3933, 1.1569], [-1.0556, -3.6296, 2.0096], [-0.2739, -4.1033, 2.2919], [-1.7670, -4.3696, 2.0909], [4.1966, -2.5930, -1.2767], [4.7787, -3.2051, -1.7666], [3.9317, -2.9107, -0.4271], [-0.9605, -1.9767, 4.4921], [-0.1129, -2.1401, 4.7399], [-1.0086, -2.4238, 3.6542], [3.1471, 2.8773, 2.3183], [3.8701, 2.5008, 1.9281], [3.1745, 3.6903, 1.7792], [-2.3198, -1.5902, -1.5826], [-2.3281, -2.3440, -2.0887], [-2.2402, -0.9369, -2.3150], [-2.0162, 3.4535, -3.2732], [-2.0324, 2.6541, -3.7402], [-2.6103, 3.3197, -2.5538], [-1.7070, 0.0582, 3.6113], [-2.6605, -0.0863, 3.3803], [-1.3736, -0.7229, 4.0453], [-0.3286, 2.3281, 5.0748], [-0.8356, 1.8736, 4.4345], [-0.1245, 3.1155, 4.6494], [-2.6821, -0.2814, -4.1063], [-2.0540, -0.8723, -4.6691], [-2.8550, 0.4334, -4.4492], [-3.8331, 5.4133, 0.2768], [-3.7457, 4.5742, -0.2259], [-4.3542, 5.4699, 0.8758], [1.2931, -5.1055, 2.4416], [1.8838, -5.1268, 3.1381], [0.8750, -5.8084, 2.7666], [0.3906, 5.0096, -1.9049], [1.2891, 4.7930, -2.2831], [-0.2913, 4.8712, -2.4825], [0.0360, -2.7243, -3.6728], [0.3608, -2.4588, -2.8337], [0.8327, -2.7237, -4.2089], [3.8174, -2.9443, 3.7922], [4.6611, -2.4811, 3.8792], [4.1359, -3.8469, 3.4763], [5.1536, 1.3994, 1.0750], [5.5552, 0.8316, 1.6132], [4.8023, 1.1544, 0.4006], [1.3474, -2.6126, 5.2452], [1.6828, -2.2064, 6.0144], [2.0148, -2.3904, 4.5258], [-4.2179, 0.5050, -0.2195], [-3.8956, -0.2993, 0.1195], [-4.8854, 0.2567, -0.8719], [-2.4606, -1.5820, 1.1782], [-1.7803, -2.2975, 1.5245], [-2.5934, -1.3734, 0.3262]]
}

{
  "formula": "C11H72NO24",
  "method": "ωB97M-V with the def2-TZVPD basis set",
  "homo_lumo_gap_ev": 8.881,
  "lumo_ev": -2.71,
  "fmax_ev_per_a": 10.41,
  "molar_mass_g_mol": 602.68,
  "charge": 1,
  "e_above_lowest_kj_mol": 282.5,
  "homo_ev": -11.590,
  "elements": ["C", "C", "C", "C", "N", "C", "C", "C", "C", "C", "C", "C", "H", "H", "H", "H", "H", "H", "H", "H", "H", "H", "H", "H", "H", "H", "H", "H", "H", "H", "H", "H", "H", "H", "H", "H", "O", "H", "H", "O", "H", "H", "O", "H", "H", "O", "H", "H", "O", "H", "H", "O", "H", "H", "O", "H", "H", "O", "H", "H", "O", "H", "H", "O", "H", "H", "O", "H", "H", "O", "H", "H", "O", "H", "H", "O", "H", "H", "O", "H", "H", "O", "H", "H", "O", "H", "H", "O", "H", "H", "O", "H", "H", "O", "H", "H", "O", "H", "H", "O", "H", "H", "O", "H", "H", "O", "H", "H"],
  "positions_angstrom": [[-2.0864, -0.2653, 4.7674], [-1.8354, -0.8763, 3.2714], [-1.0204, -0.0693, 2.3484], [-0.7524, -0.9103, 1.0084], [-0.1024, -0.1413, -0.0936], [1.0706, 0.7047, 0.2574], [0.6146, 2.1807, 0.7284], [-0.6664, 2.3007, -0.0556], [-1.0994, 0.9257, -0.6146], [0.3066, -1.0003, -1.1606], [-0.8634, -1.8733, -1.8586], [-0.4084, -2.7783, -2.9186], [-2.4104, -1.2063, 5.3654], [-2.7134, 0.6267, 4.8044], [-1.0404, -0.1563, 5.1444], [-2.6504, -1.2203, 2.8494], [-1.2344, -1.7283, 3.3154], [0.0626, 0.1037, 2.8704], [-1.4394, 0.9707, 2.3494], [-1.7584, -1.4993, 0.8864], [-0.0284, -1.6853, 1.2814], [1.6076, 0.9437, -0.7806], [1.8456, 0.1707, 0.8584], [1.3686, 2.8787, 0.6084], [0.3746, 2.1217, 1.6744], [-0.4974, 2.9127, -0.9946], [-1.5614, 2.4547, 0.4984], [-0.9644, 0.9787, -1.7126], [-2.0744, 0.8567, -0.5386], [0.8606, -1.8193, -0.6616], [1.0146, -0.5253, -1.7446], [-1.6254, -1.2293, -2.1946], [-1.5404, -2.4973, -1.2196], [0.1846, -3.5773, -2.3956], [0.0296, -2.2613, -3.6406], [-1.1984, -2.9993, -3.4096], [-4.2214, 2.7577, -0.3496], [-4.3234, 2.4527, 0.4724], [-4.4204, 2.0777, -0.9526], [-1.8894, 2.0287, -3.8576], [-1.0334, 2.5937, -3.6736], [-1.4624, 1.2717, -4.3536], [-1.5014, -2.7793, 6.9124], [-2.2064, -3.4373, 7.2214], [-0.8934, -2.8843, 7.6944], [0.2136, 4.3347, -1.7806], [0.2596, 5.3637, -1.9516], [0.9156, 4.5967, -1.2966], [3.4796, -1.4023, -0.8136], [3.7556, -0.5243, -0.7776], [3.4886, -1.7423, 0.0564], [0.7666, -5.7033, -3.8556], [0.9916, -6.7043, -3.6206], [0.4836, -5.6423, -4.6756], [1.9326, -1.6623, -5.7066], [2.1666, -1.2403, -6.4546], [1.9016, -2.6403, -5.9256], [-1.6864, 2.3807, 6.7014], [-1.2754, 2.4977, 5.9184], [-1.7544, 1.3737, 6.7224], [2.3986, 1.7667, -3.0646], [2.6016, 1.3707, -3.9086], [3.1386, 1.5157, -2.4116], [-0.6174, -0.4863, -5.5316], [0.3646, -0.6153, -5.7456], [-0.9144, -1.2293, -5.2646], [-3.0854, -2.7393, -5.3646], [-3.0064, -3.5323, -5.8486], [-3.3034, -2.0453, -5.9496], [2.7386, -4.7803, -2.3596], [3.0996, -4.0023, -2.7816], [1.9756, -4.8563, -3.1126], [-1.9474, -4.2843, 1.3974], [-1.2464, -4.9343, 1.1644], [-2.3024, -4.5653, 2.2924], [-1.7274, -6.1323, -2.5446], [-1.9334, -6.7353, -3.1916], [-0.8204, -5.9863, -2.5476], [-2.3504, 4.5497, 0.3604], [-2.1364, 5.3827, 0.5834], [-1.8374, 4.1357, -0.2506], [4.1086, 0.6537, 2.2864], [4.8766, 1.1657, 2.1214], [3.7816, 0.9237, 3.0914], [-0.2694, 3.1857, 4.4914], [-0.7914, 3.5687, 3.8024], [0.6616, 3.4997, 4.1394], [3.6366, 4.3667, 2.0104], [3.1756, 3.7407, 2.7284], [4.0856, 5.1257, 2.5084], [3.5206, -2.4223, -3.4636], [2.6656, -2.1213, -3.9456], [3.6366, -2.0693, -2.5416], [-1.7044, 0.0247, 8.1274], [-2.6744, 0.0537, 8.1584], [-1.5124, -0.7923, 7.5444], [0.3076, 3.5287, -3.8286], [0.1076, 4.2627, -3.0636], [1.0476, 3.0127, -3.7116], [2.7306, -2.8453, 1.4624], [2.3496, -2.5663, 2.2544], [3.6656, -2.8353, 1.7784], [-1.8574, 4.5727, 3.0274], [-2.6964, 4.3867, 3.4134], [-2.1944, 4.8017, 2.1554], [2.5596, 4.8977, -0.3826], [3.2296, 5.4617, -0.9816], [3.0096, 4.4417, 0.3554]]
}